{
  "formula": "C49H43AsBaF6N2O2P2Si",
  "method": "the ωB97M-V functional and the def2-TZVPD basis",
  "species": ["Ba", "C", "C", "O", "C", "C", "C", "N", "N", "C", "O", "C", "C", "C", "C", "C", "C", "H", "H", "H", "H", "H", "H", "H", "H", "H", "H", "H", "H", "C", "Si", "C", "C", "C", "C", "C", "C", "P", "C", "C", "C", "C", "C", "C", "C", "C", "C", "C", "C", "C", "C", "C", "C", "C", "C", "C", "P", "C", "C", "C", "C", "C", "C", "C", "C", "C", "C", "C", "C", "H", "H", "H", "H", "H", "H", "H", "H", "H", "H", "H", "H", "H", "H", "H", "H", "H", "H", "H", "H", "H", "H", "H", "H", "H", "H", "H", "H", "H", "H", "H", "F", "As", "F", "F", "F", "F", "F"],
  "positions_angstrom": [[0.18, -0.64, -2.20], [1.71, 0.32, -6.56], [0.93, -0.44, -5.50], [0.52, 0.26, -4.51], [0.68, -1.78, -5.72], [-0.31, -2.60, -5.08], [-0.57, -3.94, -5.71], [-0.98, -2.17, -4.05], [-2.11, -2.90, -3.68], [-2.76, -2.31, -2.71], [-2.39, -1.27, -2.04], [-4.11, -2.88, -2.41], [-4.47, -4.18, -2.76], [-5.73, -4.66, -2.46], [-6.66, -3.85, -1.82], [-6.31, -2.56, -1.47], [-5.04, -2.08, -1.75], [2.00, 1.29, -6.16], [1.09, 0.47, -7.45], [2.60, -0.23, -6.86], [1.16, -2.20, -6.59], [0.15, -4.66, -5.31], [-0.42, -3.89, -6.79], [-1.57, -4.29, -5.48], [-3.74, -4.79, -3.27], [-6.00, -5.68, -2.74], [-7.65, -4.23, -1.59], [-7.03, -1.92, -0.98], [-4.75, -1.07, -1.49], [-1.62, -2.30, 1.01], [-0.26, -1.11, 1.51], [1.18, -1.99, 2.32], [1.05, -3.34, 2.66], [2.14, -4.08, 3.10], [3.39, -3.48, 3.20], [3.54, -2.14, 2.88], [2.45, -1.39, 2.45], [2.55, 0.39, 2.02], [4.35, 0.74, 1.99], [5.13, 0.97, 3.12], [6.49, 1.21, 3.01], [7.09, 1.21, 1.76], [6.33, 0.97, 0.62], [4.96, 0.74, 0.74], [2.08, 1.17, 3.61], [2.20, 0.54, 4.85], [1.84, 1.21, 6.02], [1.36, 2.51, 5.96], [1.24, 3.14, 4.72], [1.59, 2.47, 3.56], [-0.96, 0.31, 2.51], [-0.93, 0.25, 3.91], [-1.54, 1.23, 4.68], [-2.20, 2.28, 4.07], [-2.24, 2.36, 2.68], [-1.60, 1.40, 1.90], [-1.61, 1.49, 0.07], [-3.33, 2.03, -0.22], [-4.33, 1.10, 0.08], [-5.66, 1.41, -0.12], [-6.02, 2.66, -0.63], [-5.03, 3.58, -0.95], [-3.69, 3.27, -0.74], [-0.64, 3.00, -0.32], [-0.19, 3.93, 0.61], [0.57, 5.02, 0.20], [0.89, 5.19, -1.14], [0.45, 4.27, -2.07], [-0.31, 3.18, -1.66], [-2.20, -2.63, 1.88], [-1.22, -3.18, 0.51], [-2.30, -1.81, 0.30], [0.09, -3.83, 2.55], [2.02, -5.13, 3.35], [4.25, -4.06, 3.51], [4.51, -1.68, 2.95], [4.67, 0.98, 4.10], [7.08, 1.40, 3.89], [8.16, 1.39, 1.67], [6.79, 0.95, -0.36], [4.38, 0.56, -0.15], [2.56, -0.48, 4.91], [1.94, 0.71, 6.97], [1.08, 3.03, 6.86], [0.86, 4.15, 4.67], [1.47, 2.96, 2.60], [-0.42, -0.57, 4.40], [-1.50, 1.17, 5.76], [-2.69, 3.04, 4.66], [-2.77, 3.17, 2.21], [-4.05, 0.12, 0.46], [-6.43, 0.68, 0.12], [-7.06, 2.90, -0.79], [-5.30, 4.54, -1.36], [-2.93, 3.99, -0.99], [-0.43, 3.81, 1.66], [0.91, 5.73, 0.94], [1.49, 6.03, -1.45], [0.70, 4.38, -3.12], [-0.65, 2.47, -2.41], [2.28, -2.03, -2.72], [4.01, -1.63, -2.76], [4.35, -3.13, -3.54], [3.82, -0.85, -4.28], [5.68, -1.19, -2.68], [3.55, -0.12, -1.97], [4.14, -2.37, -1.20]],
  "mulliken_spin": [0.023, 0.001, -0.001, 0.001, 0.000, -0.001, 0.000, 0.002, 0.001, -0.002, -0.012, 0.000, 0.000, 0.000, 0.000, 0.000, 0.001, 0.000, 0.000, 0.000, 0.000, 0.000, 0.000, 0.000, 0.000, 0.000, 0.000, 0.000, -0.001, 0.116, 0.655, 0.080, 0.069, -0.018, 0.033, -0.028, -0.085, 0.083, 0.035, 0.000, 0.000, 0.001, 0.000, 0.011, -0.015, -0.009, 0.000, 0.001, 0.000, 0.002, 0.095, -0.038, -0.008, 0.009, -0.012, -0.077, 0.003, 0.029, 0.012, -0.004, 0.005, -0.002, 0.007, -0.012, -0.002, 0.001, 0.000, 0.001, -0.003, 0.031, 0.006, -0.015, 0.008, -0.001, 0.003, 0.000, 0.001, 0.000, 0.000, 0.000, 0.001, 0.000, 0.000, 0.000, 0.000, 0.007, 0.010, -0.001, 0.001, 0.001, 0.007, 0.000, 0.000, 0.000, 0.001, 0.000, 0.000, 0.000, 0.000, -0.002, 0.004, -0.001, 0.000, 0.000, 0.000, -0.002, 0.000],
  "e_tot_ev": -162887.440,
  "relative_energy_kcal_mol": 0.0,
  "charge": -1,
  "homo_lumo_gap_ev": [5.85, 4.86],
  "homo_energy_ha": [-0.13866, -0.13863],
  "spin_multiplicity": 2
}

***

{
  "formula": "C3H6N4",
  "method": "the ωB97M-V functional and the def2-TZVPD basis",
  "species": ["H", "N", "C", "C", "N", "C", "N", "N", "H", "H", "H", "H", "H"],
  "positions_angstrom": [[1.82, 1.97, 1.20], [0.84, 1.78, 1.49], [0.50, 0.90, 0.62], [1.24, 0.28, -0.53], [0.26, -0.62, -1.19], [-0.71, -0.55, -0.39], [-1.73, -1.39, -0.57], [-0.74, 0.25, 0.70], [2.14, -0.44, -0.22], [1.62, 1.02, -1.29], [-1.62, -1.85, -1.48], [-2.64, -1.39, -0.05], [-1.00, 0.05, 1.71]],
  "mulliken_charge": [0.252, -0.729, 0.407, -0.264, -0.627, 0.304, -0.405, -0.268, 0.223, 0.284, 0.275, 0.224, 0.323],
  "e_tot_ev": -9168.033,
  "relative_energy_kcal_mol": 19.0,
  "charge": 0,
  "homo_lumo_gap_ev": 9.54,
  "homo_energy_ha": -0.32069
}

***

{
  "formula": "CH5N3",
  "method": "the ωB97M-V functional and the def2-TZVPD basis",
  "species": ["H", "N", "C", "N", "N", "H", "H", "H", "H"],
  "positions_angstrom": [[1.99, 0.97, 0.12], [1.88, -0.05, 0.06], [0.65, -0.37, -0.06], [-0.45, 0.44, -0.13], [-1.73, -0.03, 0.10], [0.38, -1.44, -0.16], [-0.32, 1.40, 0.17], [-1.74, -0.74, 0.83], [-2.08, -0.46, -0.75]],
  "mulliken_charge": [0.200, -0.601, 0.032, -0.102, -0.599, 0.347, 0.226, 0.243, 0.254],
  "e_tot_ev": -5587.149,
  "relative_energy_kcal_mol": 42.1,
  "charge": 0,
  "homo_lumo_gap_ev": 10.36,
  "homo_energy_ha": -0.34159
}